Computed, not measured: one molecule with the formula C4H8N2O2S at a distorted geometry, with ωB97M-V/def2-TZVPD.

Results
HOMO-LUMO gap (eV): 9.124
E_LUMO (eV): 0.4551
Calculated total energy (hartree): -815.18019
Charge: 0

CARTESIAN COORDINATES (ANGSTROEM)
S 2.42 1.56 0.56
O 4.10 -1.76 -0.77
O -1.05 -0.69 0.03
N 3.54 -0.73 -0.48
N -0.32 -0.16 -1.09
C 2.87 0.09 -0.03
C -0.05 1.24 -0.88
C -0.36 -1.77 0.61
C 0.55 1.56 0.49
H 0.19 0.84 1.26
H -0.71 -1.73 1.69
H -0.96 1.86 -1.00
H -0.53 -2.92 0.40
H -0.97 -0.27 -1.84
H 0.08 2.44 0.92
H 0.78 -1.72 0.61
H 0.69 1.67 -1.69



Computed, not measured: an isolated ion of composition C18H34ClN2O5S and charge +1, with ωB97M-V/def2-TZVPD.

Results
HOMO-LUMO gap (eV): 9.265
E_LUMO (eV): -2.0713
SMILES string: CCC[C@@H]1C[C@@H](C(=O)N[C@@H]([C@H]2O[C@H](SC)[C@H](O)[C@@H](O)[C@H]2O)[C@H](C)Cl)[N@H+](C)C1
Calculated total energy (hartree): -2050.18737
Charge: +1

CARTESIAN COORDINATES (ANGSTROEM)
Cl -2.65 -2.36 0.06
S 2.40 -0.84 -1.41
O 0.07 -0.89 -5.36
O 2.09 -2.37 -4.03
O -1.98 -1.20 -3.58
O -0.16 -1.58 -1.30
O 0.11 1.90 0.30
N -1.25 0.09 0.55
N 1.65 1.46 2.21
C -0.26 0.90 0.90
C -0.33 0.92 3.47
C 3.78 -2.01 -1.47
C -0.64 -0.33 -1.74
C -0.06 4.53 7.02
C 0.87 -2.03 -3.45
C 2.93 0.82 1.91
C 1.63 2.25 3.46
C -0.11 2.72 5.27
C 0.15 2.34 3.82
C 0.48 0.55 2.22
C -1.79 0.07 -0.80
C 1.02 -1.96 -1.93
C -3.02 -0.85 -0.83
C 0.34 -0.69 -3.99
C -0.96 -0.31 -3.24
C 0.32 4.15 5.60
C -4.24 -0.19 -0.21
H 3.18 0.09 2.68
H -4.53 0.67 -0.80
H 0.79 -0.49 2.20
H -1.14 4.47 7.16
H -1.25 0.72 -3.52
H 1.29 -2.95 -1.54
H 0.16 0.42 -1.60
H 0.10 -2.80 -3.66
H 3.83 -2.43 -2.47
H -0.34 3.06 3.16
H 1.11 0.08 -3.84
H -1.83 -1.49 -4.49
H -0.10 0.24 4.28
H 1.39 2.09 1.39
H 2.18 1.70 4.23
H 4.68 -1.44 -1.26
H -1.41 -0.79 1.04
H 0.40 2.02 5.94
H -2.10 1.09 -1.07
H -4.03 0.13 0.81
H -0.07 -0.04 -5.80
H -5.07 -0.89 -0.19
H -1.18 2.62 5.47
H 0.41 3.86 7.74
H 2.10 3.22 3.31
H 1.40 4.24 5.48
H -0.16 4.84 4.90
H 3.72 1.57 1.86
H 3.63 -2.78 -0.72
H -1.40 0.88 3.28
H 0.25 5.54 7.24
H -3.21 -1.15 -1.86
H 1.99 -2.34 -4.99
H 2.87 0.31 0.94



Computed, not measured: C30H52ClCrN5O7 as an isolated structure, with ωB97M-V/def2-TZVPD.

Results
HOMO-LUMO gap (spin up / spin down) (eV): 4.463 / 5.014
Multiplicity: 2
E_LUMO (spin up / spin down) (eV): -10.2235 / -9.6716
Calculated total energy (hartree): -3478.55490
Charge: +3

CARTESIAN COORDINATES (ANGSTROEM)
Cr -2.39 0.99 -0.16
Cl -0.03 -6.12 1.85
O -3.02 -0.62 1.10
O -2.27 -0.47 -1.47
O -4.44 1.15 -0.18
O 3.24 0.81 3.05
O -2.73 2.62 1.11
O -0.09 0.93 -1.87
O -2.24 2.40 -1.50
N 0.36 0.46 2.85
N 1.00 -0.18 1.84
N -1.73 3.87 -3.13
N -0.69 0.78 0.90
N -1.91 -1.90 -3.16
C 2.19 -1.03 2.11
C 1.75 -4.68 3.29
C -4.12 2.98 1.30
C -1.07 -2.50 -4.21
C -5.16 0.20 0.67
C -2.18 -1.78 1.37
C -1.83 3.76 1.06
C 3.88 -0.75 -0.34
C 3.46 1.56 0.43
C 4.85 -2.63 2.45
C 5.62 0.48 0.94
C 0.37 -0.01 0.70
C -0.25 -0.16 -2.75
C 3.68 -3.58 2.32
C 2.22 -4.93 0.94
C -1.43 2.86 -2.37
C 1.41 -5.18 2.04
C -3.07 4.48 -3.10
C -0.05 2.21 -2.47
C -0.64 1.04 2.26
C -4.34 -1.03 0.69
C 3.35 -4.14 1.09
C -3.19 -2.59 -2.92
C 3.54 -0.30 2.20
C 4.48 -1.23 2.99
C 4.11 0.23 0.82
C -4.85 2.52 0.07
C -0.77 4.53 -4.04
C 2.89 -3.89 3.42
C -1.55 -0.87 -2.44
H 5.86 1.16 1.77
H 5.59 -3.05 3.14
H -3.06 5.37 -2.48
H -4.75 -1.73 1.42
H 0.59 -0.85 -2.61
H -3.56 -2.95 -3.87
H 0.27 2.14 -3.51
H -3.04 -3.43 -2.25
H 4.37 -0.36 -1.24
H -4.28 -1.52 -0.28
H 4.00 -1.34 3.96
H 0.23 4.15 -3.92
H -3.33 4.76 -4.12
H -1.62 -2.52 -5.15
H -5.93 2.58 0.19
H 2.20 -1.82 1.36
H -3.91 -1.90 -2.50
H -2.13 4.43 0.25
H -2.71 -2.43 2.06
H 4.29 -1.74 -0.15
H -0.24 0.15 -3.80
H -0.82 3.39 0.89
H -4.22 4.06 1.41
H 5.98 0.96 0.02
H -5.25 0.62 1.67
H -6.15 0.01 0.26
H 3.15 -3.51 4.40
H 3.99 -3.96 0.23
H -4.47 2.51 2.21
H -1.27 -1.44 1.84
H 3.92 1.91 -0.50
H 3.62 2.33 1.19
H -1.88 4.29 2.01
H -0.83 -3.52 -3.93
H -3.80 3.77 -2.74
H 2.82 -0.88 -0.58
H 0.67 2.82 -1.93
H -4.55 3.09 -0.81
H 4.06 1.20 3.37
H 1.14 -4.92 4.15
H -1.97 -2.31 0.44
H 1.97 -5.38 -0.01
H 2.39 1.48 0.26
H -0.77 5.59 -3.81
H -1.37 1.63 2.79
H 1.98 -1.47 3.08
H 6.19 -0.44 1.08
H 0.70 -0.43 -0.24
H -0.14 -1.96 -4.36
H -1.10 4.39 -5.07
H 5.37 -2.55 1.49
H 5.41 -0.69 3.17



Please write out number 2 again, unchanged.
Computed, not measured: an isolated ion of composition C18H34ClN2O5S and charge +1, with ωB97M-V/def2-TZVPD.

Results
HOMO-LUMO gap (eV): 9.265
E_LUMO (eV): -2.0713
SMILES string: CCC[C@@H]1C[C@@H](C(=O)N[C@@H]([C@H]2O[C@H](SC)[C@H](O)[C@@H](O)[C@H]2O)[C@H](C)Cl)[N@H+](C)C1
Calculated total energy (hartree): -2050.18737
Charge: +1

CARTESIAN COORDINATES (ANGSTROEM)
Cl -2.65 -2.36 0.06
S 2.40 -0.84 -1.41
O 0.07 -0.89 -5.36
O 2.09 -2.37 -4.03
O -1.98 -1.20 -3.58
O -0.16 -1.58 -1.30
O 0.11 1.90 0.30
N -1.25 0.09 0.55
N 1.65 1.46 2.21
C -0.26 0.90 0.90
C -0.33 0.92 3.47
C 3.78 -2.01 -1.47
C -0.64 -0.33 -1.74
C -0.06 4.53 7.02
C 0.87 -2.03 -3.45
C 2.93 0.82 1.91
C 1.63 2.25 3.46
C -0.11 2.72 5.27
C 0.15 2.34 3.82
C 0.48 0.55 2.22
C -1.79 0.07 -0.80
C 1.02 -1.96 -1.93
C -3.02 -0.85 -0.83
C 0.34 -0.69 -3.99
C -0.96 -0.31 -3.24
C 0.32 4.15 5.60
C -4.24 -0.19 -0.21
H 3.18 0.09 2.68
H -4.53 0.67 -0.80
H 0.79 -0.49 2.20
H -1.14 4.47 7.16
H -1.25 0.72 -3.52
H 1.29 -2.95 -1.54
H 0.16 0.42 -1.60
H 0.10 -2.80 -3.66
H 3.83 -2.43 -2.47
H -0.34 3.06 3.16
H 1.11 0.08 -3.84
H -1.83 -1.49 -4.49
H -0.10 0.24 4.28
H 1.39 2.09 1.39
H 2.18 1.70 4.23
H 4.68 -1.44 -1.26
H -1.41 -0.79 1.04
H 0.40 2.02 5.94
H -2.10 1.09 -1.07
H -4.03 0.13 0.81
H -0.07 -0.04 -5.80
H -5.07 -0.89 -0.19
H -1.18 2.62 5.47
H 0.41 3.86 7.74
H 2.10 3.22 3.31
H 1.40 4.24 5.48
H -0.16 4.84 4.90
H 3.72 1.57 1.86
H 3.63 -2.78 -0.72
H -1.40 0.88 3.28
H 0.25 5.54 7.24
H -3.21 -1.15 -1.86
H 1.99 -2.34 -4.99
H 2.87 0.31 0.94